[1]
{"formula": "C4H9NO", "method": "the ωB97M-V functional and the def2-TZVPD basis", "symbols": ["C", "C", "N", "C", "O", "C", "H", "H", "H", "H", "H", "H", "H", "H", "H"], "positions_angstrom": [[-1.38144, 0.99592, -1.30564], [-0.18382, 1.40334, -0.45783], [0.30160, 0.23380, 0.18016], [0.17962, -0.08584, 1.38436], [0.71899, -1.25969, 1.76017], [1.27513, -1.95145, 0.62418], [-2.20711, 0.68061, -0.65897], [-1.70854, 1.81795, -1.94416], [-1.11445, 0.13722, -1.93263], [-0.42577, 2.21732, 0.24123], [0.63328, 1.74165, -1.10708], [-0.31428, 0.46633, 2.19832], [1.96095, -2.66679, 1.05335], [1.79704, -1.30413, -0.09029], [0.46880, -2.42624, 0.05482]], "atomic_forces_ev_per_a": [[-0.1, 0.1, -0.1], [-0.1, 0.3, -0.1], [0.0, 0.0, 0.2], [0.1, 0.2, -0.5], [0.1, 0.0, -0.1], [0.2, -0.4, 0.0], [0.1, 0.1, -0.1], [-0.1, -0.1, 0.0], [0.0, 0.2, 0.1], [-0.1, 0.0, -0.1], [-0.2, 0.2, 0.0], [0.2, -0.2, -0.2], [0.0, -0.4, 0.0], [0.0, -0.1, 0.6], [0.1, -0.1, 0.2]], "mulliken_charge": [-1.078, -0.415, -0.372, 0.105, -0.359, -0.596, 0.289, 0.348, 0.297, 0.329, 0.265, 0.384, 0.274, 0.263, 0.267], "smiles": "CC/N=C/OC", "lumo_ev": 1.124, "total_charge": 0, "multiplicity": 1, "max_force_ev_per_a": 0.59, "homo_lumo_gap_ev": 10.6}

=====

[2]
{"formula": "C8H7AuN4O", "method": "the ωB97M-V functional and the def2-TZVPD basis", "symbols": ["Au", "O", "C", "C", "C", "C", "C", "C", "N", "H", "H", "H", "H", "H", "H", "H", "N", "C", "N", "C", "N"], "positions_angstrom": [[-1.16068, 1.65483, -0.73375], [-2.80376, 0.14793, -0.03611], [-2.44767, -0.86198, 0.88476], [-0.95604, -1.09052, 0.94228], [-0.44436, -2.16615, 1.66122], [0.92683, -2.34367, 1.69894], [1.74533, -1.44064, 1.03426], [1.14683, -0.39319, 0.35761], [-0.16843, -0.23372, 0.32053], [-3.58542, 0.61902, 0.27304], [-2.93561, -1.80344, 0.59106], [-2.78926, -0.59980, 1.89277], [-1.10772, -2.84525, 2.17325], [1.35138, -3.17470, 2.24074], [2.81779, -1.54919, 1.04002], [1.72796, 0.34967, -0.17002], [3.48739, 2.90860, -4.33868], [2.72628, 3.12343, -3.50019], [1.95431, 3.39720, -2.50744], [0.79885, 3.16499, -2.14923], [-0.28400, 3.13658, -1.67508]], "atomic_forces_ev_per_a": [[-0.2, -0.5, 0.2], [0.0, 0.2, -0.1], [-0.3, -0.5, 0.4], [0.1, -0.2, 0.2], [0.0, 0.1, -0.1], [-0.1, 0.1, 0.0], [-0.1, 0.0, 0.0], [0.4, -0.1, 0.1], [-0.6, 0.1, 0.0], [0.1, -0.1, 0.0], [0.1, 0.2, 0.1], [0.0, 0.0, -0.1], [-0.1, -0.1, 0.0], [0.0, -0.1, 0.1], [0.1, 0.0, 0.0], [0.1, 0.0, 0.0], [0.4, -0.1, -0.4], [0.2, -0.3, -0.7], [0.7, 0.6, 0.9], [-0.9, 0.2, 0.3], [0.0, 0.4, -0.5]], "mulliken_charge": [0.459, -0.555, -0.397, 0.626, -0.656, -0.216, -0.702, -0.171, -0.373, 0.342, 0.288, 0.321, 0.358, 0.415, 0.386, 0.414, -0.481, 0.461, -0.535, 0.515, -0.500], "lumo_ev": -0.162, "total_charge": 0, "multiplicity": 1, "max_force_ev_per_a": 1.27, "homo_lumo_gap_ev": 8.0}